(1)
148
Properties=species:S:1:pos:R:3:forces:R:3:mulliken_charge:R:1 method="wB97M-V/def2-TZVPD" smiles="CCOC(=O)C(F)(F)F.CCOC(=O)C(F)(F)F.CCOC(=O)C(F)(F)F.CCOC(=O)C(F)(F)F.CCOC(=O)C(F)(F)F.CCOC(=O)C(F)(F)F.CCOC(=O)C(F)(F)F.CCOC(=O)C(F)(F)F.CCOC(=O)C(F)(F)F.O=S1(=O)OCCO1.O=S1(=O)OCCO1" orbital_gap_ha=0.4141 relative_energy_kcal_mol=0.00 total_energy_ev=-190618.3845
S -5.580911 -3.793211 0.453527 0.52 -0.29 -0.10 1.05
S 2.362310 1.025305 4.085248 -0.04 -1.17 -0.02 1.20
F 6.878767 7.990740 1.480379 0.07 0.14 0.09 -0.24
F -1.119128 6.233446 0.101452 -0.01 -0.07 -0.15 -0.27
F 0.862648 -6.628255 -1.588035 -0.09 -0.23 -0.03 -0.28
F 1.894205 3.617947 -6.775058 -0.39 0.01 0.07 -0.28
F 2.700526 -7.596882 3.819329 -0.26 -0.26 0.05 -0.25
F -0.525044 -5.056673 -1.106887 0.03 -0.19 0.29 -0.27
F 1.745868 5.315839 -5.480104 -0.42 0.06 0.24 -0.27
F -0.051211 4.163310 -5.977960 -0.13 0.26 -0.12 -0.25
F -1.520622 1.616731 5.701902 0.17 -0.14 -0.09 -0.24
F 0.261403 -2.762741 0.055676 0.33 -0.54 0.13 -0.11
F 3.862237 -5.944282 3.089069 -0.16 -0.11 -0.09 -0.25
F -2.748703 -2.064582 -4.541409 0.30 0.06 -0.20 -0.29
F 4.728466 8.215706 1.277273 0.05 0.06 0.21 -0.24
F -0.043541 4.837740 -1.156409 0.13 0.03 0.07 -0.15
F 1.566298 -1.087283 -0.258055 0.36 -0.06 0.06 -0.18
F -3.205110 -3.034699 -2.680433 0.14 0.08 0.01 -0.17
F 8.514696 -2.181879 -3.195705 0.07 0.37 0.03 -0.24
F 2.619626 -7.062834 1.704060 0.14 -0.34 0.02 -0.21
F -0.460089 -6.865368 0.104535 -0.04 0.00 0.28 -0.27
F 1.891981 -2.351300 1.476680 0.03 -0.35 -0.18 -0.20
F -3.239747 2.747665 6.324262 -0.08 0.20 -0.16 -0.29
F 6.851629 -3.259592 -2.395435 -0.06 0.00 0.42 -0.25
F -2.281442 3.164110 4.417435 -0.07 0.28 -0.23 -0.23
F 5.947196 7.983342 -0.474298 0.16 -0.08 -0.12 -0.26
F 8.018573 -1.934332 -1.108063 0.02 -0.05 0.21 -0.23
F 0.906290 6.667046 -0.466952 0.32 0.03 -0.10 -0.29
F -1.133152 -2.694265 -3.212083 0.13 -0.11 -0.27 -0.19
O -4.253102 -4.642511 0.193588 -0.29 -0.25 -0.38 -0.33
O -3.816647 0.124058 5.213530 -0.15 -0.31 0.47 -0.55
O 1.655777 -4.477953 3.522263 0.33 0.64 -0.05 -0.51
O -0.582554 6.219920 -3.246212 0.13 -0.01 0.31 -0.04
O -2.011441 -0.822309 -1.366288 0.21 -0.08 0.65 -0.29
O -1.466202 -8.230679 -2.185027 0.21 0.01 0.15 -0.55
O 1.648426 -0.377656 3.777998 -0.18 0.88 -0.21 -0.06
O 2.673183 2.906400 -4.178090 0.23 0.00 -0.05 -0.50
O -5.954896 -3.025358 -0.677279 0.12 0.25 -0.22 -0.58
O -6.528561 -4.669427 1.032682 -0.06 -0.02 0.37 -0.60
O -4.908112 -2.799380 1.509071 -0.57 0.30 0.10 -0.28
O 0.445066 2.742908 -3.940389 -0.90 -0.16 -0.37 -0.06
O -3.934694 1.480325 3.425137 0.12 0.40 -0.36 -0.22
O 1.451591 2.100560 4.048810 -0.54 0.15 0.15 -0.57
O 3.538600 1.096007 3.292893 0.40 0.00 0.08 -0.64
O 0.383317 -6.270959 3.051861 0.57 -0.14 -0.06 -0.31
O 4.473260 5.671242 1.201735 -0.34 0.34 0.42 -0.23
O -2.901925 0.150263 -3.181651 -0.27 -0.68 -0.47 -0.30
O -2.264359 -6.172133 -2.551373 0.60 0.71 0.36 -0.15
O 6.200788 -0.834096 -3.854875 -0.13 0.13 -0.65 -0.51
O -0.026840 0.288936 1.222603 1.30 0.23 -0.42 0.56
O 6.640614 5.352681 0.709098 0.06 0.05 -0.21 -0.52
O 2.671930 0.642286 5.596686 0.58 0.94 0.24 -0.38
O -0.851595 -1.513518 2.212385 0.29 -0.48 0.05 -0.93
O -1.325112 7.946632 -2.013247 0.06 -0.01 0.04 -0.53
O 5.964521 -0.426158 -1.658382 0.08 -0.19 0.35 -0.29
C 2.062961 -1.394738 4.706027 -0.03 -1.09 -0.74 -0.29
C 0.970311 -1.827195 0.682745 -0.55 1.02 -0.05 0.52
C 0.569385 1.832366 -2.849625 0.80 -0.24 0.81 0.94
C 1.529732 -5.607130 3.175150 -0.58 -0.93 0.87 0.42
C 2.760777 3.958812 1.146956 0.12 -0.04 1.83 -0.29
C -1.079782 1.096321 1.771041 -1.03 -0.57 -0.52 -0.04
C -0.234234 6.142242 -0.896436 -0.27 -0.16 0.19 1.06
C 5.690279 6.058295 0.879341 0.27 -0.19 0.41 0.31
C -0.820601 -5.585626 3.348942 -2.04 0.21 -0.28 0.67
C -4.803468 0.566805 2.754008 -0.95 -1.29 0.26 0.15
C -1.432744 -7.044325 -2.021975 -0.50 -0.97 -0.56 0.21
C -3.336174 1.304114 -2.470688 -0.41 1.35 0.72 0.13
C 4.590874 1.232146 -0.645275 1.09 -0.03 0.08 -0.48
C 4.764892 0.315156 -1.843255 -1.85 0.78 0.34 -0.36
C 4.247875 4.252693 1.235464 -0.66 -0.47 -2.38 -0.42
C -0.040457 -0.990669 1.491450 -1.17 0.29 0.42 0.42
C -3.592246 -3.228068 1.851450 0.89 -0.86 0.03 0.22
C 1.193723 0.494066 -3.173427 0.65 -0.13 1.06 -1.15
C -2.386406 -0.856903 -2.497878 -0.32 0.48 -0.04 0.25
C 1.241509 4.099389 -5.697764 1.27 -0.71 -0.42 0.83
C 5.808908 7.598256 0.799612 -0.37 -0.12 -0.21 0.88
C -3.559510 1.138011 4.649771 0.29 0.08 -0.74 0.41
C -4.523943 -7.101116 -2.603738 0.18 -0.23 -0.02 -1.03
C -0.397651 7.717651 -5.219816 0.39 -0.72 0.22 -0.94
C -1.228469 6.694780 -4.455048 0.15 -0.32 -0.65 -0.42
C 3.064381 -0.719533 5.653876 -0.28 -1.16 -0.24 -0.43
C 2.701607 -6.597183 2.952078 0.33 1.03 -0.47 0.84
C -6.252975 0.693063 3.199501 0.19 -0.65 -0.43 -1.49
C 6.499508 -1.000730 -2.717998 -0.02 -0.10 0.07 0.32
C 1.555313 3.154403 -4.510230 -0.05 0.44 0.26 0.27
C -0.768433 6.894051 -2.130943 -0.45 0.45 -0.15 0.08
C -3.098246 -3.866383 0.562687 -0.22 0.80 -0.38 1.17
C -0.906282 2.524387 1.348926 0.19 0.60 0.02 -1.32
C -3.306404 2.485053 -3.413643 0.26 0.34 -0.19 -1.07
C 7.513714 -2.087599 -2.321733 0.06 -0.41 -0.51 0.94
C -2.631761 2.208335 5.257717 0.01 -0.32 0.79 0.96
C -3.315600 -6.627175 -3.389253 -1.32 -0.02 -0.97 -0.29
C -1.491213 -6.015204 4.644504 0.69 -0.46 0.74 -1.54
C -0.367026 -6.393272 -1.133549 0.12 0.79 -0.40 1.02
C -2.354613 -2.180213 -3.281674 -0.41 -0.16 0.25 0.82
H 4.086416 -0.909260 5.320228 0.00 0.53 -0.20 0.28
H -4.708641 0.633375 1.672760 0.30 0.75 0.05 0.43
H -1.991626 0.697925 1.307980 -0.02 0.03 0.14 0.00
H -3.789328 3.385498 -3.028952 0.02 -0.23 0.53 0.41
H -2.977314 -2.400330 2.187739 -0.21 0.18 -0.03 -0.15
H 3.876497 -0.326717 -1.831542 0.50 -0.62 -0.24 0.13
H -4.853880 -6.347115 -1.890424 0.11 -0.09 0.11 0.11
H 0.815629 -0.021110 -4.050562 -0.19 0.02 0.00 0.41
H -6.684540 1.673917 3.025231 -0.02 0.06 0.10 0.34
H 5.320396 2.038733 -0.740201 -0.11 0.10 0.28 0.46
H -6.781530 -0.060510 2.605990 -0.20 0.27 -0.08 0.39
H -2.223440 -4.506449 0.589974 -0.14 -0.14 0.35 -0.24
H -0.405779 1.659711 -2.398573 -0.29 0.41 -0.47 -0.44
H -6.369472 0.344932 4.223675 0.05 0.41 0.17 0.39
H -1.181690 0.908680 2.838310 0.34 0.25 0.07 0.36
H 3.595919 1.647877 -0.508237 -0.12 -0.08 -0.44 -0.19
H 4.719563 0.865142 -2.782439 0.49 -0.08 -0.05 0.45
H -2.705532 1.488696 -1.600443 0.21 -0.13 -0.09 -0.12
H -2.578197 -5.996464 4.596180 -0.01 0.47 -0.20 0.40
H -1.252033 5.747862 -4.980733 -0.47 0.19 -0.41 0.25
H 0.330480 7.192781 -5.834366 0.16 0.07 0.09 0.25
H 1.176330 2.334491 -2.088414 -0.02 -0.09 0.00 0.09
H -1.534202 -5.841994 2.561698 0.42 -0.11 -0.30 0.00
H -0.999431 8.295837 -5.914927 -0.17 0.27 0.30 0.32
H -4.531097 -0.467809 2.979671 0.40 0.18 0.18 0.05
H 2.282686 0.524563 -3.179339 -0.04 0.34 -0.67 0.33
H -0.577454 2.640416 0.313820 -0.04 -0.39 -0.04 -0.09
H -3.657485 -4.006732 2.616242 -0.02 0.18 0.18 0.37
H 0.147514 8.320800 -4.495958 -0.15 0.42 -0.24 0.29
H 4.821450 0.661082 0.256453 -0.01 0.10 0.06 0.34
H -3.017910 -7.382661 -4.118185 0.52 -0.16 0.40 0.34
H -5.356041 -7.294516 -3.281502 0.08 0.05 -0.12 0.42
H 2.680719 2.870304 1.163126 -0.17 0.00 -0.17 -0.17
H -0.190134 3.080548 1.954180 -0.07 -0.11 0.15 0.29
H 3.011271 -1.099329 6.669952 -0.34 0.34 0.11 0.36
H -4.347886 1.188132 -2.071739 0.02 -0.60 -0.23 0.43
H 4.756769 3.730904 2.038949 0.03 0.30 0.23 0.39
H -2.935222 -3.105792 -0.207889 0.08 -0.03 0.11 -0.61
H -3.850652 2.291279 -4.337828 0.31 -0.29 -0.11 0.38
H -2.263617 2.754921 -3.593534 -0.11 -0.01 -0.44 0.02
H -1.136797 -5.405583 5.476574 -0.19 -0.02 0.07 0.34
H 1.040158 -0.079165 -2.253946 -0.49 -0.37 -0.34 -0.03
H 4.603174 3.889327 0.267087 0.70 -0.13 0.36 0.14
H -0.720539 -4.503468 3.325913 0.47 0.03 -0.05 0.04
H 1.157132 -1.843101 5.115082 0.03 0.48 0.51 0.30
H -3.595258 -5.766295 -3.998151 0.16 0.19 0.25 0.36
H 2.223355 4.379499 0.303034 0.32 0.11 -0.16 0.14
H 2.492414 -2.198698 4.106354 0.33 0.13 0.15 0.25
H -1.880617 3.013444 1.404165 0.07 0.08 0.21 0.54
H -2.238186 7.056676 -4.277227 0.05 -0.05 0.48 0.49
H 2.301198 4.290204 2.084051 -0.32 0.04 -0.21 0.50
H -1.277970 -7.055413 4.908090 0.25 0.04 -0.24 0.38
H -4.288135 -8.047207 -2.116164 -0.09 0.12 0.25 0.34

(2)
120
Properties=species:S:1:pos:R:3:forces:R:3:mulliken_charge:R:1 method="wB97M-V/def2-TZVPD" orbital_gap_ha=0.2398 total_charge=+1 total_energy_ev=-124105.5394
S -3.484134 -0.436804 -1.025018 -4.81 4.12 -0.88 1.21
P 6.390994 -0.506689 -1.261283 1.45 -0.51 -0.10 -0.39
P 4.284219 0.111877 -1.564377 -0.56 0.46 -1.59 0.80
F -2.952482 -0.256869 0.589191 -0.11 -0.74 -3.60 -0.30
F -5.029310 -0.948354 -0.384170 3.27 1.19 -1.36 -0.37
F -3.699585 -2.811975 -2.384560 2.46 1.97 4.23 -0.25
F -0.742975 -2.272848 -2.510986 -2.54 -0.58 3.94 -0.29
F -4.080729 1.167286 -0.949084 1.53 -3.24 -0.08 -0.29
F -4.204781 -0.535810 -2.614772 1.84 0.80 3.37 -0.32
F -3.631317 -2.942744 -0.003633 2.44 2.54 -3.73 -0.24
F -1.470734 -4.140300 -1.275375 -0.36 4.33 -0.03 -0.25
F -2.060954 0.187143 -1.719348 -2.47 -1.65 1.76 -0.28
O -3.822407 5.241867 3.219735 -1.31 -0.58 0.85 -0.61
O 3.908750 3.993264 3.297816 0.78 0.27 1.52 -0.68
O -9.483657 1.207068 4.237940 -0.91 -1.52 -0.91 -0.65
O 0.850105 -11.429228 -1.640847 -1.08 1.37 0.64 -0.57
O 3.877496 -0.356823 -3.194636 0.02 2.49 2.82 -0.11
O -5.432995 5.400372 4.701071 0.99 -0.87 -1.35 -0.58
O -9.062668 -0.876495 3.694796 -0.58 1.69 -0.18 -0.57
O 5.718097 4.411344 4.466125 -1.99 -0.01 -0.50 -0.59
O 2.954425 -1.373763 -5.328721 -2.12 1.00 -0.43 -0.54
O -0.481110 -10.579348 -0.118007 0.91 0.11 -1.62 -0.58
N 0.125143 -10.526586 -1.198459 0.14 -1.29 0.84 0.96
N -9.594571 0.224076 3.490192 0.18 -0.29 0.80 1.04
N -4.809276 4.791126 3.820256 0.28 1.22 0.42 0.99
N 4.494599 4.479119 4.275961 1.01 -0.29 -0.21 0.97
N 3.381497 4.828309 -0.645081 1.35 -1.02 0.29 -0.59
C -0.568054 -2.280694 0.119812 0.79 -0.08 0.43 -1.00
C -0.918893 -7.084362 -2.288580 0.18 -0.29 -0.10 -0.27
C -0.022038 -9.309888 -2.006207 -0.09 0.88 -0.56 0.09
C -3.020813 -2.210821 -1.175982 -1.59 -5.79 -0.70 0.67
C -10.996549 1.614268 1.987274 0.04 -0.05 -0.01 -0.25
C 2.737263 0.091019 -5.382643 -0.84 0.24 -0.19 0.08
C -11.748465 1.759362 0.819814 0.18 -0.35 0.10 -0.52
C -0.266019 -6.984460 -3.518181 0.04 -0.13 0.08 -0.48
C 2.296516 5.270570 5.111557 0.02 0.03 0.02 -0.20
C -11.333759 -0.558323 0.251233 0.08 0.31 0.27 -0.48
C -4.993899 1.410046 2.188848 -0.16 0.22 0.20 0.26
C -4.568319 2.702166 2.503016 -0.04 -0.03 0.06 -0.45
C 0.501851 -8.046914 -3.997940 -0.18 -0.01 0.37 -0.36
C 0.628213 -9.215247 -3.243818 -0.03 0.01 0.07 -0.38
C -1.455645 -2.623329 -1.224039 2.21 -2.80 -0.36 0.74
C 4.058941 2.017992 -1.295469 -0.89 0.35 0.10 -0.80
C -6.808586 1.608520 3.780842 0.59 0.00 -0.11 -0.51
C 7.664922 -3.002295 -2.303378 -0.08 0.77 0.05 -0.88
C 9.053104 0.564237 -1.400578 -0.74 0.17 0.17 -0.86
C 7.472569 1.079586 -1.288562 0.02 0.50 -0.26 -0.38
C 3.386215 0.790762 -6.724719 -0.19 -0.52 0.26 -1.15
C 0.553622 -1.101280 -0.070115 0.97 -0.24 1.10 -0.57
C 3.199811 -0.804149 -0.269596 0.12 -0.45 0.66 -0.79
C -10.407312 0.375965 2.277403 -0.49 0.16 -0.81 0.16
C 1.909448 -1.601636 -0.912132 -1.14 1.06 -0.15 -0.06
C -10.577246 -0.714792 1.414365 0.01 0.03 0.00 -0.34
C -5.266867 3.441898 3.467173 -0.32 -0.89 -0.21 -0.03
C -11.912972 0.676616 -0.045483 0.08 -0.01 0.12 -0.35
C 2.156545 6.568733 7.147857 0.08 -0.07 -0.10 -0.41
C 4.264472 4.156833 0.401275 -1.05 -0.31 0.25 -0.44
C 4.311503 5.784699 6.378072 -0.02 0.00 -0.02 -0.38
C 4.267084 2.490072 0.264360 -0.22 0.10 -0.11 -0.16
C -6.390786 2.900708 4.105437 0.12 0.02 -0.10 -0.63
C -0.802298 -8.248662 -1.526869 0.09 -0.06 -0.06 -0.44
C 3.330449 0.769470 -3.974699 -1.13 0.01 -1.87 -0.12
C 3.539585 6.477875 7.312439 -0.14 -0.19 -0.33 -0.43
C 1.534712 5.964066 6.054100 0.38 -0.05 0.00 -0.52
C -6.108541 0.865646 2.828646 0.10 0.21 0.01 -0.65
C 6.982569 -1.560256 -2.787728 -0.43 -0.75 -1.78 -0.34
C 3.685687 5.187468 5.275149 -0.51 0.48 0.61 0.19
H 8.768983 -3.018803 -2.749922 -2.50 -0.28 1.19 0.25
H 1.005221 -7.962558 -4.958538 -0.10 -0.09 0.21 0.37
H 7.143858 1.718006 -2.217167 0.92 -0.86 1.96 0.32
H -7.678087 1.178379 4.272973 0.82 0.31 -0.01 0.68
H 2.796623 0.446567 -7.695922 1.25 0.73 2.19 0.32
H -4.454401 0.825420 1.446750 -0.35 0.41 0.44 0.22
H 2.893200 0.024508 0.531919 0.54 -1.72 -1.92 0.17
H 1.570947 0.268052 -5.394857 2.34 -0.14 0.04 0.33
H 1.559520 7.115085 7.876049 0.13 -0.13 -0.16 0.38
H 4.762261 2.580710 -2.044064 -1.31 -1.14 1.43 0.30
H -10.129669 -1.682790 1.629772 -0.04 0.33 0.12 0.43
H 2.401615 1.250969 -3.441063 2.01 -0.80 -0.89 0.15
H 9.328563 0.448860 -2.547110 -0.45 0.16 2.62 0.25
H 5.388188 5.723035 6.520558 -0.26 -0.08 -0.22 0.42
H -3.697790 3.112086 1.995572 -0.24 0.10 0.25 0.48
H -10.877688 2.467701 2.651261 0.09 -0.34 -0.05 0.43
H -12.204230 2.718261 0.582441 0.12 -0.20 0.11 0.37
H 3.920909 -1.541789 0.320796 -1.46 1.54 -1.42 0.46
H -1.317246 -8.310859 -0.570671 0.21 -0.20 -0.22 0.43
H 7.732104 -0.948762 -3.475764 -1.62 -1.16 1.66 0.37
H 2.930833 2.247856 -1.566422 2.39 -0.45 0.33 0.45
H -1.234301 -2.073986 1.088905 1.12 -0.33 -2.56 0.32
H -1.516752 -6.252615 -1.922091 0.13 -0.32 -0.09 0.42
H 3.749689 4.391939 1.449006 1.70 -0.49 -2.60 0.17
H 7.656848 -3.038372 -1.124693 0.30 -0.06 -2.43 0.30
H 0.965410 -0.863484 1.025571 -1.19 -0.59 -2.23 0.40
H 0.153273 -0.084701 -0.483400 0.61 -2.07 0.61 0.18
H 1.232892 -10.033096 -3.630123 -0.21 0.09 0.29 0.43
H 7.008207 -3.892943 -2.700394 1.52 1.80 0.73 0.31
H 2.044580 -2.771297 -0.845442 -0.21 2.52 -0.20 0.38
H -6.433219 -0.144375 2.584425 0.05 0.18 0.07 0.45
H -11.468991 -1.398221 -0.426653 0.06 0.15 0.19 0.38
H 9.091650 -0.484296 -0.835208 0.32 2.31 -1.28 0.29
H 1.797269 4.807568 4.262954 0.30 0.08 0.16 0.41
H 3.324394 1.971282 -6.637847 0.17 -2.51 -0.14 0.32
H 5.267718 2.030392 0.663129 -2.08 0.85 -0.40 0.12
H 2.431805 4.398190 -0.693314 1.28 0.48 -0.09 0.25
H 4.499159 0.432766 -6.822875 -2.11 0.82 0.18 0.29
H 1.709556 -1.252509 -2.032265 0.77 -1.11 2.33 0.00
H 4.016762 6.950516 8.168281 -0.06 -0.13 -0.22 0.37
H 0.052729 -3.260225 0.409147 -1.60 2.00 -1.01 0.42
H 5.357217 4.577274 0.325630 -2.25 -0.77 0.21 0.32
H -6.945164 3.465561 4.851999 0.28 0.01 -0.21 0.47
H 3.887275 4.798349 -1.557863 -1.10 -0.01 0.90 0.30
H 9.762128 1.364283 -0.874586 -1.58 -1.93 -1.24 0.33
H 3.313256 2.141199 0.879960 2.26 0.42 -1.19 0.16
H -0.355333 -6.072444 -4.105933 -0.01 -0.18 0.11 0.40
H 2.043889 -1.832601 -5.352852 2.22 1.25 0.01 0.32
H -12.495448 0.796145 -0.957425 0.12 -0.03 0.20 0.37
H 4.139807 1.570144 -4.276174 -1.48 -1.62 0.92 0.25
H 6.069786 -1.838099 -3.502366 1.81 0.85 1.66 0.26
H 0.456001 6.036808 5.934364 0.24 -0.05 -0.03 0.40
H 7.264534 1.631227 -0.255135 0.52 -1.05 -2.40 0.26